one.
Here is 2 unconnected molecules or ions with the total composition C5H14N2O2 from the Open Molecules 2025 dataset. Energies are from wB97M-V/def2-TZVPD.

XYZ file:
```
23
Properties=species:S:1:pos:R:3:nbo_charge:R:1
C 2.429 1.073 0.513 -0.596
C 0.977 0.602 0.607 -0.243
C 0.064 1.769 0.988 -0.610
C 0.514 -0.065 -0.693 -0.491
C -0.397 -1.480 -0.423 0.733
N -0.495 -2.232 -1.558 -0.868
O -0.435 -1.979 0.688 -0.707
H 2.747 1.534 1.449 0.209
H 2.545 1.805 -0.287 0.196
H 3.097 0.235 0.316 0.207
H 0.919 -0.148 1.405 0.226
H 0.384 2.213 1.930 0.212
H 0.098 2.541 0.219 0.192
H -0.963 1.426 1.092 0.217
H 0.062 0.653 -1.384 0.195
H 1.380 -0.456 -1.234 0.216
H -0.333 -1.804 -2.453 0.392
H -0.717 -3.208 -1.435 0.403
N -2.339 -0.486 -0.431 -0.531
O -2.605 -0.459 0.967 -0.592
H -1.927 0.456 -0.720 0.374
H -3.115 -0.968 -0.890 0.378
H -1.888 -1.024 1.332 0.490
```

Its structure (SMILES) is CC(C)CC(N)=O.NO. Its HOMO energy is -9.06 eV. As for the orbital gap: 0.3625 Ha.



two.
Here is 3 unconnected molecules or ions with the total composition C5H14N2O2 from the Open Molecules 2025 dataset. Energies are from wB97M-V/def2-TZVPD.

XYZ file:
```
23
Properties=species:S:1:pos:R:3:nbo_charge:R:1
C 0.173 -0.480 -0.040 0.426
C -0.199 1.981 0.597 0.100
C -0.247 0.227 -1.112 -0.434
C 1.599 -0.618 0.364 -0.705
C -0.702 1.689 1.972 -0.696
N 0.128 -1.974 -1.995 -0.479
N -1.134 -2.574 -2.151 -0.641
O -0.745 -1.162 0.676 -0.689
O 1.068 2.555 0.502 -0.720
H -0.308 -1.706 1.342 0.481
H 1.632 2.194 1.195 0.463
H 0.373 -1.608 -2.917 0.306
H -0.878 2.521 -0.054 0.154
H -1.877 -1.942 -2.461 0.331
H -1.413 -2.963 -1.258 0.349
H 0.462 0.796 -1.688 0.222
H -1.293 0.240 -1.379 0.209
H 1.714 -0.482 1.445 0.205
H 2.219 0.111 -0.151 0.242
H 1.937 -1.619 0.089 0.250
H -0.027 1.016 2.518 0.187
H -1.675 1.199 1.923 0.230
H -0.806 2.600 2.583 0.207
```

Its HOMO energy (spin up / spin down) is -6.89 / -5.75 eV. As for the orbital gap (spin up / spin down): 0.2772 / 0.2353 Ha.



The least stable of them is two.



one.
Here is 4 unconnected molecules or ions with the total composition C3H13O3S from the Open Molecules 2025 dataset. Energies are from wB97M-V/def2-TZVPD.

XYZ file:
```
20
Properties=species:S:1:pos:R:3:nbo_charge:R:1
C -0.065 -0.358 2.713 -0.630
C 1.210 0.203 1.882 -0.393
C 1.277 -0.643 0.488 -0.517
S 0.045 0.006 -0.763 -0.790
H 0.046 -1.391 2.985 0.185
H -0.030 0.377 3.580 0.194
H -0.789 -0.458 2.008 0.230
H 2.099 0.146 2.600 0.168
H 1.004 1.235 1.647 0.196
H 2.203 -0.433 -0.104 0.209
H 1.008 -1.698 0.726 0.193
H 0.839 -2.071 -1.944 0.513
H 1.094 -3.219 -3.059 0.452
O 1.167 -3.050 -2.057 -0.995
H -2.853 3.065 -0.122 0.458
H -2.487 2.293 -1.318 0.489
O -3.282 2.704 -0.933 -0.951
H -0.304 1.621 -2.743 0.474
H -1.171 0.514 -2.420 0.488
O -1.011 1.156 -3.165 -0.972
```

Its charge is -1. Its HOMO energy is -3.38 eV. As for the orbital gap: 0.2603 Ha.



two.
Here is 4 unconnected molecules or ions with the total composition C3H13O3S from the Open Molecules 2025 dataset. Energies are from wB97M-V/def2-TZVPD.

XYZ file:
```
20
Properties=species:S:1:pos:R:3:nbo_charge:R:1
C 2.218 -1.422 -1.414 -0.625
C 0.913 -2.029 -0.878 -0.423
C -0.116 -0.812 -0.408 -0.529
S -1.422 -0.421 -1.586 -0.750
H 1.829 -0.638 -2.094 0.225
H 2.774 -2.172 -2.035 0.182
H 3.009 -1.113 -0.776 0.199
H 0.437 -2.853 -1.380 0.213
H 0.986 -2.635 0.047 0.175
H 0.361 0.256 -0.268 0.185
H -0.581 -1.064 0.491 0.168
H 2.702 3.116 3.287 0.459
H 1.420 2.389 3.334 0.480
O 2.196 2.520 3.857 -0.940
H -4.024 -0.328 -1.785 0.479
H -3.383 0.914 -2.059 0.490
O -4.306 0.499 -2.163 -0.987
H -1.616 1.206 1.627 0.494
H -1.992 2.636 1.986 0.465
O -1.405 1.949 2.218 -0.961
```

Its charge is -1. Its HOMO energy is -2.91 eV. As for the orbital gap: 0.2229 Ha.



The least stable of them is two.



one.
Here is 2 unconnected molecules or ions with the total composition CH2NO3S from the Open Molecules 2025 dataset. Energies are from wB97M-V/def2-TZVPD.

XYZ file:
```
8
Properties=species:S:1:pos:R:3:nbo_charge:R:1
C 0.498 -0.229 -1.385 -0.050
N 1.153 -0.498 -0.160 -0.313
O -0.873 -0.611 2.976 -0.958
O -1.934 0.544 1.124 -0.962
O 1.318 0.791 -0.815 -0.467
S -0.641 0.336 1.846 1.430
H 1.072 -0.509 -2.239 0.149
H -0.594 0.175 -1.347 0.172
```

Its charge is -1. Its HOMO energy (spin up / spin down) is -3.78 / -2.10 eV. As for the orbital gap (spin up / spin down): 0.2898 / 0.2220 Ha.



two.
Here is 2 unconnected molecules or ions with the total composition CH2NO3S from the Open Molecules 2025 dataset. Energies are from wB97M-V/def2-TZVPD.

XYZ file:
```
8
Properties=species:S:1:pos:R:3:nbo_charge:R:1
C -0.102 -0.714 0.771 -0.050
N -0.298 0.576 1.140 -0.098
O -0.368 -3.567 -0.015 -1.007
O 2.114 -3.328 -0.248 -1.004
O -0.773 -0.494 1.919 -0.389
S 0.940 -3.427 0.630 1.205
H -0.433 -1.310 -0.101 0.199
H 0.843 -1.287 1.130 0.143
```

Its charge is -1. Its HOMO energy (spin up / spin down) is -5.21 / -1.59 eV. As for the orbital gap (spin up / spin down): 0.3380 / 0.1843 Ha.



three.
Here is 2 unconnected molecules or ions with the total composition CH2NO3S from the Open Molecules 2025 dataset. Energies are from wB97M-V/def2-TZVPD.

XYZ file:
```
8
Properties=species:S:1:pos:R:3:nbo_charge:R:1
C 2.630 -0.196 0.094 1.028
N -0.764 -0.292 0.114 -1.078
O 2.158 0.530 0.872 -0.554
O 3.199 -0.876 -0.646 -0.536
O -0.477 -3.074 0.429 -1.065
S 0.233 -1.798 -0.165 0.514
H -1.871 -0.477 0.378 0.347
H -0.313 0.099 0.966 0.344
```

Its charge is -1. Its HOMO energy is -1.62 eV. As for the orbital gap: 0.1903 Ha.



The least stable of them is two.